# 1
# C10H23N2O10P3S

3 unconnected molecules or ions with the total composition C10H23N2O10P3S at a distorted geometry (ωB97M-V/def2-TZVPD, the Open Molecules 2025 dataset).

The geometry in XYZ format:
```
49
Properties=species:S:1:pos:R:3:nbo_charge:R:1
N -5.7651 2.5539 -2.0558 -0.314
C -5.0983 1.9354 -1.3860 0.279
C -4.1559 1.2473 -0.4464 -0.488
C -3.4858 2.3788 0.4139 -0.656
C -3.1092 1.8141 1.7519 0.275
N -3.0722 1.5141 2.8401 -0.279
P -2.0158 3.1485 -0.4265 1.803
O -0.7032 3.0484 0.5118 -0.960
O -2.4112 4.7334 -0.6594 -0.968
S -1.6282 2.4063 -2.1781 -0.618
H -3.4253 0.6238 -0.9752 0.292
H -4.7062 0.5896 0.2457 0.276
H -4.2538 3.1621 0.5239 0.299
H 0.0503 3.2268 -0.0835 0.542
H -2.9978 4.6966 -1.4342 0.517
C 2.1896 -0.6086 -3.2902 -0.257
O 3.1605 -0.2958 -2.2860 -0.814
P 3.2821 1.2256 -1.8591 2.580
O 2.0410 1.8652 -1.4320 -1.104
O 3.9653 1.9374 -3.1145 -0.822
C 5.0995 1.3189 -3.7239 -0.255
O 4.4367 1.1640 -0.7726 -0.814
C 4.8514 2.4022 -0.1890 -0.253
H 2.5424 -1.4803 -3.8380 0.193
H 1.2355 -0.8387 -2.8186 0.203
H 2.0598 0.2177 -3.9916 0.191
H 4.7678 0.6998 -4.5583 0.185
H 5.6556 0.7036 -3.0160 0.193
H 5.7544 2.1015 -4.1023 0.196
H 4.4809 3.2612 -0.7499 0.194
H 5.9397 2.4296 -0.1824 0.191
H 4.4849 2.4559 0.8350 0.195
C -2.9347 -5.0941 2.8594 -0.255
O -2.1377 -4.0420 3.4071 -0.811
P -1.7497 -2.8527 2.4302 2.575
O -2.8655 -2.1959 1.7519 -1.097
O -0.6842 -3.4954 1.4268 -0.823
C 0.3692 -4.2959 1.9632 -0.255
O -0.8816 -1.9316 3.3831 -0.813
C -0.3168 -0.7530 2.7994 -0.258
H -2.6941 -6.0111 3.3941 0.193
H -3.9903 -4.8630 2.9944 0.198
H -2.7264 -5.2423 1.7980 0.187
H 0.0724 -5.3454 1.9410 0.181
H 0.6142 -4.0112 2.9868 0.194
H 1.2515 -4.1643 1.3394 0.195
H -0.3648 -0.7794 1.7096 0.191
H 0.7268 -0.6802 3.1018 0.187
H -0.8574 0.1192 3.1611 0.211
```

As for the SMILES: N#CC[C@@H](C#N)P(O)(O)=S.COP(=O)(OC)OC.COP(=O)(OC)OC. Its spin multiplicity is 1.


# 2
# C37H83O33P3

10 unconnected molecules or ions with the total composition C37H83O33P3 at a distorted geometry (ωB97M-V/def2-TZVPD, the Open Molecules 2025 dataset).

The geometry in XYZ format:
```
156
Properties=species:S:1:pos:R:3:lowdin_charge:R:1
C -5.0194 4.2758 -3.5338 -0.197
O -4.0971 4.0266 -4.4500 -0.208
P -4.4355 2.9922 -5.6916 0.520
O -5.7204 3.1096 -6.3355 -0.213
O -4.1907 1.5611 -4.9270 -0.238
C -5.1749 0.5517 -4.9377 -0.115
O -3.0935 3.1910 -6.6662 -0.221
C -2.8225 2.5225 -7.8776 -0.129
H -4.5581 4.7267 -2.6552 0.096
H -5.5984 3.3915 -3.2675 0.094
H -5.6760 5.0744 -3.8790 0.094
H -5.4477 0.4314 -3.8893 0.092
H -4.6197 -0.3066 -5.3161 0.087
H -6.0135 0.7400 -5.6081 0.083
H -3.2368 3.0147 -8.7575 0.083
H -3.1961 1.4997 -7.9277 0.087
H -1.7829 2.5416 -8.2048 0.085
C 0.1001 -0.8534 -1.8478 -0.093
O -1.0462 -0.7334 -0.9932 -0.231
P -1.0693 -0.6856 0.6023 0.518
O -2.4285 -0.4351 1.2414 -0.274
O 0.0398 0.4737 0.8488 -0.248
C -0.0884 1.7566 0.2241 -0.101
O -0.3098 -2.1447 1.0456 -0.266
C 0.3346 -2.3558 2.3330 -0.088
H 0.0020 -0.1480 -2.6730 0.093
H 0.1228 -1.8733 -2.2316 0.088
H 1.0822 -0.7708 -1.3821 0.089
H -1.0520 2.2644 0.2646 0.095
H 0.2740 1.8247 -0.8016 0.082
H 0.5697 2.3964 0.8120 0.087
H -0.1962 -1.8148 3.1164 0.084
H 1.2471 -1.7900 2.1450 0.078
H 0.5250 -3.3936 2.6062 0.087
C -1.4632 -8.8166 -5.4847 -0.143
O -1.3619 -8.8302 -4.0884 -0.231
P -0.8103 -10.2019 -3.3325 0.488
O -1.7245 -11.2975 -3.6058 -0.214
O 0.7362 -10.3686 -3.8692 -0.216
C 1.4906 -11.3731 -3.2801 -0.142
O -0.6090 -9.6903 -1.7942 -0.227
C -1.5085 -8.8042 -1.0901 -0.082
H -1.6650 -9.7905 -5.9307 0.088
H -0.4296 -8.7300 -5.8197 0.072
H -1.8576 -7.9860 -6.0702 0.092
H 0.8782 -11.6716 -2.4292 0.074
H 2.4538 -11.0220 -2.9098 0.092
H 1.7083 -12.2620 -3.8723 0.093
H -2.4017 -8.6647 -1.6990 0.082
H -1.0406 -7.8377 -0.9032 0.089
H -1.8852 -9.1409 -0.1243 0.086
C -1.8070 -10.5100 7.3010 -0.039
C -1.3068 -9.1600 6.6043 -0.189
O -0.2475 -9.5165 5.7255 0.020
C 0.9573 -8.9385 5.8501 -0.574
O 1.2496 -7.9808 6.6084 0.065
O 1.7922 -9.4377 5.0001 0.032
C 3.1664 -9.0629 5.1027 -0.040
H -2.8813 -10.4560 7.4774 0.066
H -1.2086 -10.7964 8.1659 0.072
H -1.7144 -11.2505 6.5066 0.066
H -1.1006 -8.4166 7.3743 0.114
H -2.0239 -8.6808 5.9377 0.120
H 3.8318 -9.7737 4.6129 0.099
H 3.6089 -8.8042 6.0647 0.092
H 3.2499 -8.0262 4.7765 0.094
C -5.0665 15.4244 -1.2207 -0.052
C -5.7006 14.2369 -0.4725 -0.233
O -5.3617 12.9722 -0.9961 0.028
C -4.3698 12.2657 -0.4393 -0.463
O -3.6711 12.5467 0.6022 0.053
O -4.2202 11.2118 -1.3049 -0.011
C -3.0946 10.3838 -1.2570 -0.079
H -5.3061 15.4113 -2.2839 0.081
H -4.0071 15.3776 -0.9686 0.076
H -5.4265 16.3100 -0.6970 0.077
H -6.7762 14.3521 -0.6064 0.118
H -5.5365 14.2849 0.6041 0.122
H -3.0344 9.8859 -2.2248 0.092
H -3.1701 9.5516 -0.5572 0.092
H -2.1068 10.8053 -1.0708 0.097
C 5.4098 6.7593 0.8346 -0.058
C 5.7642 6.2887 -0.6004 -0.217
O 5.8645 4.9063 -0.6723 0.018
C 5.6121 4.1992 -1.7546 -0.460
O 5.4774 4.6836 -2.8877 0.110
O 5.4051 2.8193 -1.4434 -0.018
C 5.7515 2.2365 -0.2870 -0.140
H 6.1358 6.5188 1.6112 0.077
H 4.4494 6.3359 1.1288 0.071
H 5.0957 7.8027 0.8085 0.076
H 6.6829 6.8121 -0.8651 0.128
H 4.9546 6.6335 -1.2437 0.128
H 5.1404 1.3404 -0.1792 0.100
H 5.4944 2.8820 0.5529 0.088
H 6.7918 2.0104 -0.0527 0.097
C 4.8955 -6.0021 -0.2254 -0.054
C 6.3028 -6.5217 -0.6136 -0.197
O 6.8496 -7.2454 0.5055 0.037
C 8.1561 -7.3329 0.4973 -0.547
O 8.9299 -6.4938 0.0010 0.092
O 8.4607 -8.4863 1.1742 -0.029
C 9.7553 -9.0199 1.2480 -0.057
H 4.5055 -5.3642 -1.0186 0.075
H 5.0696 -5.3291 0.6141 0.076
H 4.1759 -6.7457 0.1171 0.073
H 6.8497 -5.6073 -0.8440 0.113
H 6.4624 -7.1173 -1.5124 0.128
H 10.4414 -8.2010 1.4644 0.098
H 10.0688 -9.4604 0.3016 0.092
H 9.6082 -9.8619 1.9244 0.099
C 3.6368 -5.7531 -9.2351 -0.086
C 3.6264 -5.4055 -7.7350 -0.176
O 2.9138 -4.1365 -7.5741 -0.032
C 3.4968 -2.9110 -8.0108 -0.422
O 4.5299 -2.8683 -8.6068 0.133
O 2.6338 -1.7557 -7.7595 -0.064
C 3.0843 -0.4325 -8.0903 -0.070
H 3.8492 -6.7992 -9.4557 0.068
H 4.3428 -5.2611 -9.9041 0.072
H 2.6855 -5.7105 -9.7654 0.076
H 4.6590 -5.3981 -7.3859 0.118
H 3.0646 -6.1209 -7.1345 0.118
H 4.1646 -0.2966 -8.0397 0.090
H 2.5256 0.3208 -7.5349 0.089
H 2.8178 -0.2234 -9.1264 0.085
C -6.0792 3.7009 4.9857 -0.066
C -5.6972 2.9850 6.2395 -0.214
O -5.3383 3.9913 7.2287 -0.011
C -4.3713 3.7895 8.1906 -0.497
O -3.5743 2.8460 8.1068 0.100
O -4.5048 4.8155 9.0647 0.006
C -3.3814 5.1683 9.7512 -0.096
H -5.4329 4.5255 4.6849 0.084
H -7.1055 4.0090 5.1855 0.077
H -6.1956 2.9969 4.1617 0.081
H -4.8386 2.3337 6.0761 0.115
H -6.4648 2.3769 6.7181 0.128
H -2.5310 5.1556 9.0695 0.100
H -3.1439 4.4800 10.5623 0.097
H -3.3969 6.1135 10.2938 0.098
C -3.6441 8.5251 5.6373 -0.037
C -2.1799 8.9954 5.4985 -0.208
O -1.3980 7.9407 5.8743 0.037
C -1.2360 6.8750 5.1806 -0.590
O -1.5526 6.6967 4.0258 0.128
O -0.4667 6.0041 5.9252 -0.009
C -0.2842 4.7267 5.4326 -0.095
H -3.9000 8.5137 6.6967 0.075
H -3.8420 7.5486 5.1951 0.078
H -4.2970 9.3355 5.3132 0.077
H -1.9391 9.8578 6.1201 0.130
H -1.8387 9.1766 4.4793 0.127
H -0.0381 3.9690 6.1765 0.095
H 0.5249 4.8373 4.7106 0.095
H -1.0956 4.2387 4.8926 0.095
```

As for the SMILES: COP(=O)(OC)OC.COP(=O)(OC)OC.COP(=O)(OC)OC.CCOC(=O)OC.CCOC(=O)OC.CCOC(=O)OC.CCOC(=O)OC.CCOC(=O)OC.CCOC(=O)OC.CCOC(=O)OC. Its spin multiplicity is 1. The energy above the lowest of the compared OMol25 structures with the same formula, charge and spin comes out at 170.1 kcal per mole.


# 3
# C44H37BrF4N6O5PRb

A molecular structure, C44H37BrF4N6O5PRb at a distorted geometry (ωB97M-V/def2-TZVPD, the Open Molecules 2025 dataset).

The geometry in XYZ format:
```
99
Properties=species:S:1:pos:R:3:lowdin_charge:R:1
Rb 0.3633 -0.1825 -0.3180 0.885
O 0.9930 2.0993 1.2161 -0.158
C 2.2250 2.7368 0.9642 -0.251
C 2.7882 2.4600 -0.4280 -0.192
N 2.8878 1.0520 -0.7632 -0.237
C 3.8185 0.3204 0.0890 -0.102
C 3.3456 -0.0717 1.5234 -0.693
O 4.2204 -0.1431 2.3932 -0.027
O 2.1135 -0.3420 1.6502 -0.215
C 3.1912 0.8682 -2.1824 -0.129
C 2.9086 -0.5766 -2.6863 -0.721
O 3.8601 -1.2333 -3.1240 -0.033
O 1.6977 -0.9342 -2.5892 -0.320
H 1.2513 1.1716 1.4272 -0.028
H 2.0594 3.8166 1.0584 0.114
H 2.9588 2.4564 1.7314 0.118
H 2.1382 2.9319 -1.1710 0.119
H 3.7833 2.9519 -0.4839 0.122
H 4.0410 -0.6287 -0.4070 0.130
H 4.7753 0.8629 0.1885 0.123
H 2.5281 1.5321 -2.7467 0.113
H 4.2384 1.1375 -2.4032 0.118
C -7.4732 -2.5633 1.0584 -0.073
C -6.4462 -1.5131 0.7519 -0.310
C -6.6076 -0.6088 -0.2925 -0.080
C -5.6386 0.3130 -0.6272 -0.039
C -4.3962 0.3843 0.0431 -0.281
N -3.3546 1.1427 -0.3656 0.107
C -3.5529 2.4428 -0.6608 -0.249
C -4.4818 3.2637 0.0276 -0.033
C -4.5607 4.6290 -0.1442 -0.083
C -3.7188 5.3079 -1.0196 -0.315
C -3.7507 6.8030 -1.1543 -0.085
C -2.8284 4.5275 -1.7502 -0.013
C -2.7712 3.1481 -1.6235 -0.119
N -1.9644 2.4635 -2.5769 -0.095
C -1.8714 2.7850 -3.8881 -0.092
C -1.0278 1.8735 -4.4810 -0.070
C -0.6723 1.0111 -3.4319 -0.165
N -1.2357 1.3740 -2.2903 0.038
C -4.2807 -0.4991 1.1512 -0.140
C -5.2650 -1.4142 1.4820 0.005
N -3.1590 -0.3958 2.0317 -0.091
C -3.1747 0.1711 3.2554 -0.067
C -1.8969 0.1036 3.7596 -0.051
C -1.1607 -0.5266 2.7429 -0.167
N -1.9319 -0.8216 1.7053 0.049
H -8.4055 -2.3655 0.5255 0.065
H -7.7090 -2.6102 2.1249 0.068
H -7.1341 -3.5604 0.7604 0.062
H -7.5246 -0.6358 -0.8757 0.100
H -5.8075 0.9871 -1.4591 0.112
H -5.1318 2.7855 0.7508 0.104
H -5.2818 5.1879 0.4451 0.096
H -4.5565 7.2245 -0.5501 0.061
H -3.9164 7.1272 -2.1862 0.065
H -2.8188 7.2685 -0.8203 0.069
H -2.1492 4.9997 -2.4515 0.112
H -2.4391 3.6116 -4.2779 0.109
H -0.7282 1.8153 -5.5121 0.080
H -0.0171 0.1531 -3.4358 0.077
H -5.0929 -2.0466 2.3459 0.109
H -4.0930 0.5832 3.6383 0.118
H -1.5370 0.4702 4.7037 0.086
H -0.1109 -0.7660 2.7164 0.090
F 1.7284 -8.5480 -1.0993 0.108
C 1.1161 -7.4444 -0.6571 -0.146
C 0.1846 -7.5397 0.3550 -0.147
F -0.1073 -8.7379 0.8780 0.102
C -0.4493 -6.3929 0.8085 -0.212
F -1.3577 -6.5678 1.7815 0.083
C -0.1703 -5.1366 0.2900 -0.299
P -0.8938 -3.5416 0.8577 1.088
C -1.4746 -3.9084 2.5468 -0.382
C -0.4983 -4.0817 3.5238 -0.099
C -0.8529 -4.2367 4.8532 -0.089
C -2.1875 -4.1935 5.2293 -0.104
C -3.1635 -3.9973 4.2659 -0.085
C -2.8094 -3.8618 2.9319 -0.095
C -2.4104 -3.5094 -0.1749 -0.348
C -2.6441 -2.4324 -1.0253 -0.088
C -3.8026 -2.3806 -1.7900 -0.069
C -4.7427 -3.3938 -1.7128 -0.089
C -4.5154 -4.4805 -0.8799 -0.096
C -3.3578 -4.5348 -0.1231 -0.106
C 0.7821 -5.0589 -0.7466 -0.557
Br 1.2230 -3.4271 -1.5976 0.968
C 1.4104 -6.2059 -1.2086 -0.268
F 2.3148 -6.1679 -2.1878 0.077
H 0.5514 -4.0673 3.2519 0.115
H -0.0799 -4.3662 5.5996 0.098
H -2.4616 -4.2982 6.2722 0.092
H -4.2090 -3.9429 4.5459 0.097
H -3.5738 -3.7065 2.1835 0.078
H -1.9825 -1.5772 -1.1167 0.068
H -3.9706 -1.5136 -2.4141 0.112
H -5.6582 -3.3301 -2.2884 0.101
H -5.2416 -5.2818 -0.8106 0.095
H -3.1947 -5.3772 0.5377 0.098
```

Its spin multiplicity is 1. The energy above the lowest of the compared OMol25 structures with the same formula, charge and spin comes out at 1.3 kcal per mole. Its charge is -2.


# 4
# C3H11N2

2 unconnected molecules or ions with the total composition C3H11N2 at a distorted geometry (ωB97M-V/def2-TZVPD, the Open Molecules 2025 dataset).

The geometry in XYZ format:
```
16
Properties=species:S:1:pos:R:3:nbo_charge:R:1
C 0.3100 -1.8222 1.0795 -0.432
N -0.7257 -0.8038 1.3365 -0.720
H 0.8458 -1.6941 0.1943 0.237
H -0.1135 -2.8293 0.9102 0.246
H 0.9726 -1.7662 2.0016 0.235
H -1.3660 -0.6844 0.5624 0.435
H -1.2784 -0.7615 2.1695 0.440
H -0.2449 0.2124 1.2297 0.468
C -0.6150 0.9388 -1.9559 -0.437
C 0.4984 0.5948 -1.1152 -0.068
N 0.5640 1.3029 0.1383 -0.895
H -0.9368 1.9957 -1.9754 0.213
H -1.0817 0.3098 -2.6779 0.227
H 1.3352 -0.0759 -1.4141 0.231
H 1.3910 1.2566 0.7848 0.403
H 0.4485 2.2747 -0.1584 0.417
```

Its spin multiplicity is 1. The energy above the lowest of the compared OMol25 structures with the same formula, charge and spin comes out at 60.0 kcal per mole. Its charge is +1.


| no. | HOMO (eV) | LUMO energy (eV) |
| --- | --- | --- |
| 1 | -9.131 | 0.47 |
| 2 | -10.456 | 0.02 |
| 3 | -1.876 | 3.84 |
| 4 | -12.720 | -3.28 |